Record 1
Below is one molecule with the formula C4H5NO at a distorted geometry, with properties calculated with ωB97M-V/def2-TZVPD.

Its max |F| is 0.1380 Eh/bohr. The calculation puts the relative energy (zero: lowest compared OMol25 entry of this formula, charge and spin) at 552.87 kJ/mol.

Structure (ORCA input):
```
! RIJCOSX wB97M-V def2-TZVPD def2/J DEFGRID3
* xyz 0 1
C 0.29074 -0.82732 1.36488
C -0.62770 -0.12272 0.32095
O -0.30007 1.15694 0.15951
C -1.45131 -0.32548 -0.83367
C -0.44815 -0.06134 -1.75483
N 0.54444 0.02856 -2.40611
H 1.19111 -0.18156 1.11259
H -0.08103 -0.38409 2.28722
H 0.13509 -1.85229 1.42041
H 0.02305 1.57289 1.08865
H 0.72382 0.99642 -2.75960
*
```

=====

Record 2
Below is one molecule with the formula C4H5NO, with properties calculated with ωB97M-V/def2-TZVPD.

Its max |F| is 0.0104 Eh/bohr. The calculation puts the relative energy (zero: lowest compared OMol25 entry of this formula, charge and spin) at 165.15 kJ/mol.

Structure (ORCA input):
```
! RIJCOSX wB97M-V def2-TZVPD def2/J DEFGRID3
* xyz 0 1
C -1.88486 -0.88374 1.69003
C -1.15875 -0.73987 0.74118
C -0.25718 -0.58365 -0.40453
N 0.90064 0.22577 -0.07359
C 1.31562 1.23547 -0.88297
O 0.81744 1.51165 -1.95493
H -2.53945 -1.00240 2.52511
H -0.76306 -0.07416 -1.22976
H 0.04867 -1.57148 -0.77253
H 1.34502 0.09593 0.82146
H 2.17590 1.78647 -0.45947
*
```

=====

Record 3
Below is C4H5NO as an isolated structure at a distorted geometry, with properties calculated with ωB97M-V/def2-TZVPD.

Its max |F| is 0.0344 Eh/bohr. The calculation puts the relative energy (zero: lowest compared OMol25 entry of this formula, charge and spin) at 213.86 kJ/mol.

Structure (ORCA input):
```
! RIJCOSX wB97M-V def2-TZVPD def2/J DEFGRID3
* xyz 0 1
C 1.38820 -0.85225 0.02306
C -0.10367 1.16376 0.06691
C -1.46729 1.03406 -0.10272
N 0.17285 -0.13558 0.28739
C -1.37417 -0.39304 0.05679
O -1.99835 -1.39888 -0.03314
H 0.57390 2.00271 -0.07905
H -2.30485 1.71448 -0.09281
H 2.24984 -0.17929 0.07873
H 1.35789 -1.31241 -0.97081
H 1.50565 -1.64356 0.76566
*
```

=====

Record 4
Below is one molecule with the formula C4H5NO, with properties calculated with ωB97M-V/def2-TZVPD.

Its max |F| is 0.0092 Eh/bohr. The calculation puts the relative energy (zero: lowest compared OMol25 entry of this formula, charge and spin) at 256.86 kJ/mol.

Structure (ORCA input):
```
! RIJCOSX wB97M-V def2-TZVPD def2/J DEFGRID3
* xyz 0 1
N 1.76626 0.03942 0.64399
C 0.58091 0.55030 0.19652
C -0.21783 1.35315 -0.42470
C -0.86756 0.18325 0.28548
C -1.20138 -1.10478 -0.39202
O -0.39877 -1.72534 -1.05812
H 1.84927 -0.94109 0.39598
H 2.58752 0.56124 0.37088
H -0.44544 2.24252 -0.98854
H -1.46684 0.37491 1.18449
H -2.20877 -1.52733 -0.19156
*
```

=====

Record 5
Below is one molecule with the formula C4H5NO at a distorted geometry, with properties calculated with ωB97M-V/def2-TZVPD.

Its max |F| is 0.0827 Eh/bohr. The calculation puts the relative energy (zero: lowest compared OMol25 entry of this formula, charge and spin) at 236.63 kJ/mol.

Structure (ORCA input):
```
! RIJCOSX wB97M-V def2-TZVPD def2/J DEFGRID3
* xyz 0 1
C 0.87556 0.56489 -0.99824
C -0.23002 -0.25234 0.07073
C 0.39906 -1.49289 0.25812
N 1.01569 -2.46621 0.35545
C -1.12079 0.33758 1.05839
O -1.61215 -0.24761 -0.15285
H 0.84307 0.01194 -1.94251
H 0.59568 1.59301 -1.31951
H 1.78528 0.73103 -0.41017
H -1.37228 -0.20346 1.96962
H -1.17909 1.42407 1.11098
*
```

=====

Record 6
Below is one molecule with the formula C4H5NO, with properties calculated with ωB97M-V/def2-TZVPD.

Its max |F| is 0.0110 Eh/bohr. The calculation puts the relative energy (zero: lowest compared OMol25 entry of this formula, charge and spin) at 353.88 kJ/mol.

Structure (ORCA input):
```
! RIJCOSX wB97M-V def2-TZVPD def2/J DEFGRID3
* xyz 0 1
O -1.08369 0.57265 -1.64022
C -0.30789 0.12987 -0.66188
C 0.69897 0.85942 0.14341
C 0.82364 0.08150 1.46580
C 0.20168 -1.07543 1.16406
N -0.42659 -1.07018 -0.17259
H 0.59759 1.94893 0.14415
H 1.65956 0.63717 -0.36316
H -0.96382 1.53210 -1.69315
H -0.03058 -1.94983 1.76239
H -0.74924 -1.86680 -0.70522
*
```

=====

Record 7
Below is one molecule with the formula C4H5NO at a distorted geometry, with properties calculated with ωB97M-V/def2-TZVPD.

Its max |F| is 0.0350 Eh/bohr. The calculation puts the relative energy (zero: lowest compared OMol25 entry of this formula, charge and spin) at 365.41 kJ/mol.

Structure (ORCA input):
```
! RIJCOSX wB97M-V def2-TZVPD def2/J DEFGRID3
* xyz 0 1
H 2.73401 -0.53669 -0.19363
N 2.19870 0.32958 -0.20007
C 0.98353 0.09252 0.04979
C -0.08832 1.09765 0.02168
C -1.32488 0.52994 -0.08344
C -1.04759 -0.92704 0.25039
O 0.39309 -1.11222 0.25027
H 0.06701 2.16055 0.07927
H -1.03074 1.17459 -1.08243
H -1.49987 -1.69417 -0.37801
H -1.38494 -1.11472 1.28620
*
```

=====

Record 8
Below is one molecule with the formula C4H5NO, with properties calculated with ωB97M-V/def2-TZVPD.

Its max |F| is 0.0156 Eh/bohr. The calculation puts the relative energy (zero: lowest compared OMol25 entry of this formula, charge and spin) at 51.02 kJ/mol.

Structure (ORCA input):
```
! RIJCOSX wB97M-V def2-TZVPD def2/J DEFGRID3
* xyz 0 1
C -1.61145 -0.41248 0.08050
C -0.17998 -0.06338 0.24053
C 0.44896 1.13135 0.20043
N 1.78995 0.93836 -0.09492
C 1.89680 -0.33970 -0.21376
O 0.74938 -1.02628 -0.02624
H -1.80805 -1.48538 0.15075
H -2.27790 0.13559 0.75182
H -1.78322 -0.06536 -0.94017
H 0.00210 2.11247 0.29886
H 2.77341 -0.92516 -0.44781
*
```

=====

Record 9
Below is one molecule with the formula C4H5NO, with properties calculated with ωB97M-V/def2-TZVPD.

Its max |F| is 0.0084 Eh/bohr. The calculation puts the relative energy (zero: lowest compared OMol25 entry of this formula, charge and spin) at 281.89 kJ/mol.

Structure (ORCA input):
```
! RIJCOSX wB97M-V def2-TZVPD def2/J DEFGRID3
* xyz 0 1
O -2.26324 -0.69050 -0.07883
C -1.09895 -0.35382 -0.02642
N -0.58009 0.87214 -0.33873
C 0.85992 0.94031 -0.19290
C 1.35956 -0.38780 0.27514
C 0.11097 -1.19074 0.39697
H -1.16699 1.61661 -0.68095
H 1.19287 1.71530 0.51700
H 1.38848 1.15517 -1.13562
H 0.01071 -1.54741 1.43876
H 0.18676 -2.12924 -0.17443
*
```

=====

Record 10
Below is one molecule with the formula C4H5NO at a distorted geometry, with properties calculated with ωB97M-V/def2-TZVPD.

Its max |F| is 0.0414 Eh/bohr. The calculation puts the relative energy (zero: lowest compared OMol25 entry of this formula, charge and spin) at 165.03 kJ/mol.

Structure (ORCA input):
```
! RIJCOSX wB97M-V def2-TZVPD def2/J DEFGRID3
* xyz 0 1
H -0.46844 0.92909 -1.97058
N 0.45051 0.47716 -2.02464
C 0.60395 -0.39787 -1.08617
C -0.45073 -0.69313 -0.04943
C -0.48592 0.41416 0.95216
C 0.47090 0.68409 1.78770
O 1.34192 0.92043 2.53980
H 1.55923 -0.94412 -1.00641
H -0.22763 -1.65397 0.42527
H -1.42247 -0.77529 -0.54770
H -1.37132 1.03945 0.97998
*
```

=====

Record 11
Below is one molecule with the formula C4H5NO at a distorted geometry, with properties calculated with ωB97M-V/def2-TZVPD.

Its max |F| is 0.0378 Eh/bohr. The calculation puts the relative energy (zero: lowest compared OMol25 entry of this formula, charge and spin) at 209.11 kJ/mol.

Structure (ORCA input):
```
! RIJCOSX wB97M-V def2-TZVPD def2/J DEFGRID3
* xyz 0 1
C -1.92439 -0.04772 1.69470
C -1.13898 -0.43387 0.86424
C -0.18948 -0.93068 -0.15583
N 1.18191 -0.39666 -0.05732
C 1.69204 0.72223 -0.63820
O 1.20325 1.52358 -1.39815
H -2.59625 0.30927 2.44776
H -0.57197 -0.66482 -1.15153
H -0.18840 -2.02988 -0.12506
H 1.94221 -0.62498 0.57664
H 2.74807 0.75432 -0.25002
*
```

=====

Record 12
Below is C4H5NO as an isolated structure at a distorted geometry, with properties calculated with ωB97M-V/def2-TZVPD.

Its max |F| is 0.0800 Eh/bohr. The calculation puts the relative energy (zero: lowest compared OMol25 entry of this formula, charge and spin) at 432.73 kJ/mol.

Structure (ORCA input):
```
! RIJCOSX wB97M-V def2-TZVPD def2/J DEFGRID3
* xyz 0 1
O 1.56338 0.11263 1.52952
C 0.55447 -0.11343 0.85755
C 0.80163 -0.69059 -0.48715
C -0.31804 0.34339 -0.85622
N -1.59131 0.01243 -0.27288
C -0.66098 0.66571 0.62143
H 1.93004 -0.41221 0.08746
H 0.56623 -1.71998 -0.78881
H -0.30010 1.12910 -1.60116
H -1.70138 -0.97762 -0.07021
H -0.89236 1.62022 1.07846
*
```

=====

Number 1: HOMO -7.8 eV. Number 2: HOMO -10.0 eV. Number 3: HOMO -8.1 eV. Number 4: HOMO -8.8 eV. Number 5: HOMO -11.0 eV. Number 6: HOMO -7.2 eV. Number 7: HOMO -9.4 eV. Number 8: HOMO -9.0 eV. Number 9: HOMO -9.0 eV. Number 10: HOMO -9.1 eV. Number 11: HOMO -10.1 eV. Number 12: HOMO -9.8 eV.